This record from the Open Molecules 2025 dataset describes C3H7N3 in the gas phase in a non-equilibrium geometry. The level of theory is ωB97M-V/def2-TZVPD.

SMILES: N/N=C\N1CC1
Net charge: 0
Gap between HOMO and LUMO, eV: 10.114
Energy above the lowest of the compared OMol25 structures with the same formula, charge and spin, eV: 4.477
LUMO level, eV: 1.2
E_tot, a.u.: -282.609735
F_max, Eh/bohr: 0.1489

Each line ends with the natural charge from an NBO analysis.
Geometry (Å):
N  0.3390  1.4057  1.0227  -0.64
N  1.3126  0.4535  1.1508  -0.28
C  0.9967  -0.5994  0.6144  0.16
N  -0.4265  -0.6866  0.2996  -0.46
C  -0.5177  -1.0866  -1.1516  -0.27
C  -0.7477  0.3122  -0.6546  -0.27
H  0.5388  2.2550  1.7095  0.38
H  -0.4915  0.9526  1.0887  0.36
H  1.5468  -1.5294  0.2816  0.20
H  0.2783  -1.4054  -1.6905  0.19
H  -1.2312  -1.9127  -1.1898  0.20
H  0.0613  0.9633  -0.9085  0.22
H  -1.6589  0.8780  -0.5723  0.21